# C44H62Cl51FN3O5S

A 18-piece molecular cluster, C44H62Cl51FN3O5S overall (the ωB97M-V functional and the def2-TZVPD basis, OMol25).

For the LUMO energy, the calculation gives -0.09189 Eh. Its orbital gap is 8.10 eV. The charge is +1.

Each line ends with the Mulliken charge.
Cartesian coordinates (Å):
C -1.5613 -3.6902 -0.0176  -1.15
C 4.0569 -2.9605 2.0338  -0.89
H -6.0177 -1.4278 -11.8971  -0.14
H 5.8729 3.1245 -1.8994  0.14
H 4.3556 -0.7251 1.9328  -0.76
H 0.0819 -0.8614 3.9072  0.42
H -7.7040 6.4668 -4.9660  -0.19
H 3.8366 -3.1090 3.1988  0.41
Cl -7.2579 -3.4120 -12.1799  -0.12
H -10.4462 -1.9827 7.2513  0.28
C -4.1929 4.5755 -4.8750  0.25
C -0.4835 -2.4141 -0.1389  0.62
C -6.3248 -0.7884 4.2840  0.09
O -0.7016 1.4725 -7.0989  -0.64
Cl 11.0126 1.9311 -0.4540  -0.10
N 3.0874 -2.4025 -0.6484  -0.45
Cl -7.3540 1.5974 -0.1553  -0.11
C -1.6032 0.3063 2.7141  0.16
H 3.9538 -2.8558 -1.0119  0.24
C 9.4553 1.9943 -1.2967  0.34
Cl 5.4433 -9.0505 3.4290  -0.11
H 4.0682 3.1614 -2.4764  0.08
Cl -5.6342 3.7229 -1.1593  0.01
C 8.4344 -2.4345 1.6504  0.11
Cl -3.1929 0.0185 8.9828  -0.13
H 2.8842 2.1947 -0.1008  0.13
O -2.5967 -0.3591 1.8549  -0.12
H -1.1012 -1.5467 -0.6177  -0.01
Cl 9.5486 1.1320 -2.8419  -0.14
C 2.2163 -1.1497 2.5361  -2.89
H 9.5040 -0.5740 0.6043  -0.06
Cl 0.7832 -4.4196 -5.5291  -0.15
H -12.4637 -5.6741 8.7900  0.09
C -5.5567 7.6151 1.8232  0.44
H 9.2162 3.0412 -1.5005  -0.07
C 1.1430 -0.8384 -2.6356  0.72
H 5.4024 -5.6100 1.9591  -0.19
Cl -4.0356 6.1037 -5.7579  -0.13
F 0.8529 -3.4157 1.7249  -0.54
Cl 6.9848 -1.4170 7.8508  -0.10
Cl 5.6880 -1.1827 3.8632  0.10
Cl 1.1952 5.4801 -7.5550  -0.12
C 0.0800 -2.1609 1.3657  -0.22
H -3.8909 3.7615 -5.5389  0.07
C 1.2334 0.3061 0.6165  -0.76
H 10.6349 -1.5737 1.8763  0.35
C -0.0283 1.1031 -0.1253  0.07
H 9.2349 -0.4782 2.4983  0.23
H 0.6673 4.6878 0.9776  0.28
H -6.1407 6.6935 1.8891  -0.08
Cl -9.3580 7.4082 -3.5758  -0.13
C 6.8914 -0.5546 9.3959  0.09
Cl -5.6819 -0.4148 2.6757  -0.18
H -2.1104 -3.7286 1.0137  0.29
Cl -8.0909 -1.8994 7.2375  -0.01
H 4.3293 -1.0113 -0.2130  1.02
Cl -5.8764 4.3065 -4.3919  -0.13
C 9.5395 -1.1959 1.5944  -0.62
H -4.6150 1.8432 8.5322  0.35
C -6.8099 -1.7451 -12.5802  0.53
Cl -5.0951 -2.4606 -7.8764  -0.12
Cl -13.6986 -6.4617 10.6364  -0.12
H -6.5475 0.1528 4.7931  0.28
H 2.1172 0.2266 -4.4654  0.31
Cl -9.8971 -1.3822 9.4633  -0.12
C 7.7868 -5.1803 1.7541  -0.40
H 2.4278 -3.0674 -0.2145  0.14
H 8.5283 6.9901 -1.5993  0.39
Cl -0.6808 -5.2188 -7.9169  -0.12
H -1.1394 2.7879 1.3846  0.27
C -7.2084 3.3398 -0.4420  -0.06
Cl -3.1296 4.5637 -3.4577  -0.09
Cl -8.1955 -0.6610 -12.3701  -0.12
H 3.3619 -0.4783 -2.4286  0.21
Cl -9.8107 -4.0249 8.2415  -0.12
C -0.0664 0.8710 -4.3900  0.15
C 3.4821 -1.4652 1.5860  0.99
H 0.0645 -0.6691 -2.2363  -0.51
Cl -5.8932 -0.0305 7.8920  -0.04
H 1.6107 1.1842 1.3522  0.74
Cl -3.8373 7.1871 1.8165  -0.12
H 2.4504 -0.1298 3.1156  0.66
O -2.7724 1.2457 -5.5170  -0.41
Cl -5.9963 8.4484 0.3225  -0.11
S -1.1900 0.6159 -5.8674  1.20
Cl -14.1325 -4.0360 9.0837  -0.12
H 1.1927 3.6619 -0.7617  0.13
C 6.2120 -4.7383 1.8586  -0.45
H 0.1374 1.3544 -1.2461  -0.12
Cl 5.3200 -8.1723 0.6545  -0.11
C 6.8210 -2.0054 1.7524  -0.06
Cl 3.1187 -1.2978 5.2303  -0.02
Cl 6.4746 6.6513 -0.4936  -0.10
Cl -7.8257 -1.7209 4.1528  -0.11
H -1.0515 0.5441 -0.0345  0.31
H 0.5308 0.8942 3.2813  0.33
H 0.8555 -1.1983 -4.9779  0.26
Cl 8.1709 1.3157 -0.2821  -0.07
C 4.7573 2.8698 -1.5768  -0.35
H 10.0693 -4.3165 1.6105  0.30
H -0.3263 4.1050 -6.3936  -0.10
H 0.3645 -2.8365 -0.8643  -0.22
H 0.4111 1.9546 -4.5214  -0.30
Cl -5.9416 8.6219 3.2295  -0.13
C -13.5261 -5.7004 9.0458  0.27
H 4.4857 3.5771 -0.6835  0.28
Cl 5.6071 -1.2333 10.4105  -0.12
C 2.5163 -0.0382 -0.3180  1.74
C -0.0697 -0.0986 3.0052  -0.48
Cl 8.7548 4.8456 -0.6483  -0.12
O -2.0797 1.3916 3.3899  -0.60
Cl -6.1900 -1.6484 -14.2374  -0.12
C 7.8598 6.1350 -1.4705  -0.06
Cl -6.0327 0.2904 -8.0667  -0.13
Cl -0.8852 6.2806 -5.6801  -0.10
H 4.0477 1.2209 1.0132  -0.02
H -0.8766 -2.2857 2.0762  0.46
H -1.0132 -3.3095 -6.5756  -0.09
H 6.5183 -0.8761 1.7592  0.23
C 8.9379 -4.0123 1.6485  -0.68
Cl 1.3185 4.6019 -4.7806  -0.11
H -0.7586 0.9528 -3.4368  0.13
H 5.2629 -1.6961 6.1238  0.31
C 5.6682 -3.1561 1.8658  0.70
C -0.3055 2.5964 0.5864  -0.36
Cl -4.0271 -0.6971 -9.9339  -0.14
O -1.4222 -0.8791 -6.2501  -0.53
H -2.9156 1.2678 -4.5223  0.32
H 1.3690 -1.9865 -2.6857  0.37
C -4.3922 0.9020 8.0232  -0.14
C -4.6470 -0.7937 -8.2767  0.87
H 8.1220 -6.3239 1.7907  0.29
C 0.2490 4.9981 -6.1365  0.39
Cl 3.2396 -7.3718 2.5294  -0.10
Cl -14.3749 -6.6438 7.8091  -0.12
H 2.2954 1.0706 -2.2919  0.22
H 3.5154 -3.8522 1.5032  0.51
Cl -7.4404 4.2400 1.0666  -0.13
H 2.0276 -1.9270 3.4232  1.11
H 3.7984 -9.5474 1.8159  0.35
H -0.9691 -4.6718 -0.2945  0.31
H -3.4831 -0.1952 2.3227  0.08
H -3.8549 -0.4765 -7.5937  -0.54
Cl 7.3257 5.5976 -3.0722  -0.11
C 0.7834 -0.7899 1.7403  0.94
Cl -2.0585 -5.0351 -5.3572  -0.13
Cl 8.4488 -0.6178 10.2387  -0.11
C -9.6651 -2.2824 7.9548  -0.03
C -8.5201 7.1774 -5.1199  0.58
C 3.5913 1.2326 -0.0637  -1.04
C 0.5837 3.7561 0.2491  -0.77
Cl -5.1255 -1.6719 5.2436  -0.11
Cl -3.7493 1.2756 6.4148  -0.03
C -0.7742 -4.3564 -6.3718  0.52
H 5.5838 1.1432 -0.8354  0.12
C 4.8517 -0.9762 5.4116  -0.06
H 6.6523 0.4923 9.1921  0.27
H -7.9895 3.6395 -1.1454  0.31
C 1.1019 -0.3123 -4.2248  -0.49
H -2.4190 -3.5383 -0.8337  0.32
C 2.3613 -0.0644 -1.9229  -2.07
Cl -9.6241 6.5057 -6.3324  -0.12
Cl 5.1183 0.6552 6.0499  -0.11
N 4.6206 1.4154 -1.1340  0.13
Cl -7.8290 8.7070 -5.6874  -0.12
C 4.3738 -8.6543 2.0730  0.01
N 3.3405 -1.2672 0.1047  0.47

=====

# C29H25BrF5MnN5O2S

C29H25BrF5MnN5O2S as an isolated structure (the ωB97M-V functional and the def2-TZVPD basis, OMol25).

For the LUMO energy (spin up / spin down), the calculation gives 0.00235 / 0.00126 Eh. The relative energy (zero: lowest compared OMol25 entry of this formula, charge and spin) comes out at 6.0 kcal per mole. As for the spin multiplicity: 6. Its orbital gap (spin up / spin down) is 7.34 / 7.36 eV.

Each line ends with the natural charge from an NBO analysis.
Cartesian coordinates (Å):
C -0.6651 4.8604 3.6300  -0.21
N -0.0324 0.4459 -0.1727  -0.81
N 0.9245 2.4552 -0.5416  -0.62
S 3.1551 -2.2242 0.2301  -0.37
H -2.6684 -1.3724 -3.7765  0.22
H 1.4608 4.6063 3.7310  0.21
H -2.7788 4.9470 3.2548  0.21
H -1.9291 -2.5450 0.1450  0.38
C -0.6102 -1.8814 -3.6089  -0.21
H -0.7292 5.3763 4.5796  0.21
C 1.8724 -1.5794 2.5953  0.26
H -0.5067 -1.4742 -4.6165  0.19
H -1.7755 -0.3174 -2.6939  0.21
C 0.5618 4.4290 3.1543  -0.21
C 0.6441 3.7623 1.9363  -0.21
F 2.8736 -0.9364 5.9988  -0.29
C 1.0690 1.1056 -0.6535  0.76
H -0.6671 -2.9662 -3.7156  0.18
C 0.0329 -4.7714 -1.1635  0.04
F 5.3981 -2.0287 2.2086  -0.29
C -1.9065 -1.3635 -2.9945  -0.41
H -2.6957 5.5237 -4.2141  0.21
C -0.4993 3.5329 1.1853  -0.05
F 0.7047 -1.6195 1.8969  -0.34
C 1.0196 -4.6262 0.8931  0.05
H -2.3800 -3.2293 -2.0357  0.18
H 0.8185 -7.8631 -0.0590  0.24
H 1.5176 3.0896 -1.0488  0.42
N 0.4669 -4.0166 -0.1545  -0.50
C -2.2597 4.9708 -3.3918  -0.20
H -0.4091 -4.2408 -1.9969  0.19
C -1.9847 2.9145 -2.1711  -0.22
C -1.1445 3.5486 -1.2630  0.07
H -1.2114 6.6670 -2.5970  0.22
H -3.4923 -1.9243 -1.6673  0.19
C 1.7778 -1.2753 3.9384  0.28
O -2.1766 1.1008 0.3277  -0.64
C 1.1430 -6.0029 0.9620  -0.11
C 3.0598 -1.8411 1.9247  -0.25
Mn 0.7580 -1.6142 -0.4975  1.37
C -1.0138 1.3477 0.0502  0.70
F 0.5900 -1.0327 4.4995  -0.29
C 0.1404 -6.1500 -1.1799  -0.24
H -0.2119 -6.7159 -2.0312  0.23
H 1.6022 3.4121 1.5750  0.23
H -2.6300 3.7677 1.0919  0.22
C 4.1967 -1.7853 2.7370  0.30
N 0.5817 -1.5588 -2.7992  -0.89
H 0.7627 -0.5580 -2.8361  0.39
C 0.7100 -6.7874 -0.0893  -0.18
C 4.1391 -1.4872 4.0835  0.31
C -2.5396 3.6222 -3.2305  -0.21
H -0.2496 5.4169 -0.7034  0.22
C -0.4403 2.7881 -0.1435  -0.06
C -1.4271 5.6121 -2.4841  -0.21
C -1.7341 3.9607 1.6697  -0.14
C -0.8793 4.9063 -1.4239  -0.23
C -1.8151 4.6195 2.8854  -0.22
H 1.4079 -1.9885 -3.2011  0.39
H 1.3880 -4.0083 1.6990  0.23
C -2.4351 -2.1624 -1.8074  -0.21
H -1.9210 -0.9687 -0.2345  0.41
N -1.6625 -1.8922 -0.5855  -0.89
O 2.0186 0.4828 -1.1327  -0.68
Br 1.9343 -6.7779 2.4850  0.10
H -3.2006 3.1190 -3.9251  0.21
F 5.2579 -1.4480 4.8132  -0.30
H -2.2331 1.8691 -2.0363  0.22
C 2.9274 -1.2254 4.6963  0.24

=====

E_tot values, unit eV, following the record order: -713507.76560; -167812.93429.
Strongest force on any atom values, unit hartree/bohr, following the record order: 0.165; 0.006.